# 1
C34H22N9Ru as an isolated structure at a distorted geometry, computed with the ωB97M-V functional and the def2-TZVPD basis.

Values from the calculation:
Kohn-Sham gap (alpha / beta) in Ha: 0.1789 / 0.0597
Energy above the lowest of the compared OMol25 structures with the same formula, charge and spin in kcal/mol: 0.0
LUMO level (alpha / beta) in eV: -7.62 / -10.86
Total charge: +2
Expectation value of S²: 0.76
HOMO (alpha / beta) in Eh: -0.4589 / -0.4587
2S+1: 2

Last column: Mulliken spin population.
Element x y z (Å)
Ru -0.0750 1.7103 0.0685  -0.009
C 1.9415 0.2074 3.6073  0.001
C 1.6335 1.0548 2.5544  0.000
N 0.4296 1.0186 1.9852  -0.001
C -0.5020 0.1593 2.4723  0.004
C -0.1392 -0.7108 3.5000  0.003
N 1.0610 -0.6858 4.0440  0.000
C -1.7994 0.1922 1.7963  -0.006
C -2.9030 -0.5933 2.0793  0.000
C -3.9988 -0.5953 1.2072  -0.005
C -3.9824 0.3112 0.1375  0.003
C -2.8870 1.1345 -0.0447  0.002
N -1.8136 1.0408 0.7547  0.000
C -2.7160 2.1378 -1.1020  -0.003
C -3.7499 2.6492 -1.8835  0.002
N -3.5542 3.6299 -2.7452  0.000
C -2.3345 4.1357 -2.8590  0.002
C -1.2769 3.6356 -2.1106  0.000
N -1.4636 2.6468 -1.2387  -0.002
C -5.0995 -1.5678 1.3597  -0.029
C -4.9107 -2.7519 2.0724  0.084
C -5.9422 -3.6818 2.1235  0.009
N -7.0954 -3.4771 1.5111  0.785
C -7.3062 -2.3562 0.8434  0.005
C -6.3350 -1.3674 0.7455  0.086
H 2.9023 0.2315 4.1039  0.000
H 2.3513 1.7600 2.1562  0.000
H -0.8371 -1.4495 3.8770  -0.001
H -2.9131 -1.2019 2.9710  -0.001
H -4.7897 0.3454 -0.5782  -0.002
H -4.7590 2.2643 -1.7938  0.000
H -2.1990 4.9511 -3.5574  0.000
H -0.2774 4.0328 -2.2250  0.000
H -3.9802 -2.9842 2.5732  0.009
H -5.8329 -4.6164 2.6598  0.025
H -8.2734 -2.2446 0.3687  0.025
H -6.5718 -0.4512 0.2208  0.009
N 8.5007 -3.4156 -2.2974  0.000
C 7.5680 -2.7870 -2.0651  0.000
C 6.3958 -2.0182 -1.7694  0.001
C 5.5160 -1.6624 -2.7904  0.001
C 4.3689 -0.9507 -2.4882  -0.008
C 4.0923 -0.5874 -1.1726  0.001
C 4.9783 -0.9346 -0.1586  -0.010
C 6.1288 -1.6454 -0.4538  0.003
C 2.8195 0.1262 -0.8818  0.008
C 1.6977 -0.6592 -0.5850  -0.003
C 1.6731 -2.0445 -0.3038  0.002
C 0.3458 -2.4250 -0.2118  0.000
C -0.4136 -1.2746 -0.4579  -0.001
N 0.3770 -0.2173 -0.6939  0.001
C 2.7905 1.5157 -0.9690  0.002
C 3.8323 2.3682 -1.3921  0.003
C 3.3850 3.6738 -1.2565  0.000
C 2.0894 3.5879 -0.7442  -0.001
N 1.7125 2.3054 -0.5713  0.002
H 5.7239 -1.9519 -3.8109  0.000
H 3.6803 -0.6811 -3.2797  0.000
H 4.7715 -0.6510 0.8664  0.000
H 6.8202 -1.9153 0.3325  0.000
H 2.5488 -2.6640 -0.1913  0.000
H -0.0534 -3.4090 -0.0261  0.000
H -1.4881 -1.2143 -0.5610  0.001
H 4.7910 2.0320 -1.7539  0.001
H 3.9111 4.5809 -1.5034  0.000
H 1.4356 4.4042 -0.4646  0.000

=====

# 2
C34H23Cl4N2O4PS2Sc as an isolated structure, computed with the ωB97M-V functional and the def2-TZVPD basis.

Values from the calculation:
Kohn-Sham gap in Ha: 0.2702
Energy above the lowest of the compared OMol25 structures with the same formula, charge and spin in kcal/mol: 1.5
LUMO level in eV: 2.35
Total charge: -1
HOMO in Eh: -0.1838
2S+1: 1

Last column: Löwdin charge in e.
Element x y z (Å)
Sc -0.2613 -0.4172 -0.5314  0.629
C -4.5423 3.8409 2.7761  -0.108
C -4.6443 2.9494 1.7166  -0.079
C -3.6673 1.9859 1.5244  -0.110
C -2.5728 1.9015 2.3852  -0.366
C -2.4795 2.7987 3.4461  -0.091
C -3.4604 3.7626 3.6390  -0.104
P -1.3460 0.5939 2.0375  1.107
C -0.0409 0.8887 3.2755  -0.356
C 0.7206 2.0530 3.1688  -0.111
C 1.7746 2.2891 4.0333  -0.080
C 2.1021 1.3504 5.0042  -0.093
C 1.3656 0.1818 5.1041  -0.081
C 0.2962 -0.0475 4.2472  -0.068
C -2.1858 -0.8980 2.6257  -0.323
C -3.0019 -0.8796 3.7287  -0.089
C -3.5608 -2.0714 4.2254  -0.086
C -3.2668 -3.2556 3.6109  -0.044
C -2.4358 -3.3052 2.4666  -0.175
C -2.1364 -4.5424 1.8493  -0.056
C -1.3340 -4.5695 0.7500  -0.078
C -0.8286 -3.3661 0.2038  -0.155
C -1.0938 -2.1154 0.7282  -0.171
C -1.8951 -2.1065 1.9237  -0.191
H -5.3002 4.6007 2.9227  0.098
H -5.4697 3.0075 1.0191  0.103
H -3.7576 1.3009 0.6896  0.089
H -1.6377 2.7476 4.1248  0.099
H -3.3722 4.4572 4.4657  0.099
H 0.4957 2.7776 2.3938  0.094
H 2.3551 3.1985 3.9374  0.100
H 2.9382 1.5266 5.6696  0.096
H 1.6259 -0.5650 5.8438  0.101
H -0.2666 -0.9681 4.3284  0.107
H -3.2104 0.0588 4.2288  0.105
H -4.2057 -2.0454 5.0950  0.096
H -3.6737 -4.1871 3.9902  0.105
H -2.5511 -5.4525 2.2693  0.103
H -1.0903 -5.5118 0.2727  0.099
H -0.2169 -3.4547 -0.6849  0.042
Cl 1.3642 0.7707 -2.4883  0.774
C 1.6534 -0.4664 -3.6923  -0.609
C 2.7473 -0.2837 -4.5151  -0.122
C 3.0075 -1.2134 -5.5091  -0.104
C 2.1614 -2.3015 -5.6495  -0.135
C 1.0776 -2.4527 -4.8036  -0.678
Cl 0.0723 -3.8522 -5.0541  0.636
C 0.7627 -1.5463 -3.7739  -0.709
S -0.6233 -1.7639 -2.7541  0.620
H 3.3812 0.5804 -4.3719  0.100
H 3.8591 -1.0926 -6.1648  0.096
H 2.3325 -3.0482 -6.4126  0.095
O 2.2487 -1.6483 1.8326  -0.266
Cl 2.3508 -0.9379 0.6125  0.698
O 3.6850 -0.5699 0.3148  -0.275
O 1.7401 -1.6851 -0.4950  -0.406
O 1.4865 0.2816 0.6661  -0.470
Cl -1.9319 5.7317 0.9079  0.697
C -0.5379 4.8637 0.3550  -0.632
C 0.6794 5.5021 0.2136  -0.095
C 1.7571 4.7464 -0.2207  -0.056
C 1.5665 3.3977 -0.4794  -0.159
N 0.3909 2.7907 -0.3412  0.056
C -0.6506 3.5123 0.0589  -0.181
H 0.7747 6.5556 0.4392  0.105
H 2.7339 5.1919 -0.3509  0.103
H 2.3952 2.7700 -0.7878  0.091
H -1.6051 3.0120 0.1502  0.062
S -3.6634 2.6699 -2.2223  0.525
C -2.6313 1.5582 -1.6549  -0.959
N -1.8735 0.7818 -1.2083  -0.056